[1]
Below is a gas-phase ion, C8H13BrN3O3 (charge +1) at a distorted geometry, with properties calculated with ωB97M-V/def2-TZVPD.

XYZ file:
```
28
Properties=species:S:1:pos:R:3:forces:R:3:nbo_charge:R:1
H 5.317 1.441 -1.974 0.2 -0.3 0.0 0.403
N 4.412 1.483 -1.521 0.1 0.6 -0.3 -0.592
C 4.013 0.575 -0.809 -3.5 0.1 2.0 0.218
Br 4.664 -1.121 -0.273 0.1 0.3 -0.3 0.134
C 2.421 0.854 -0.085 3.5 -0.8 -2.6 0.050
C 1.339 0.900 -0.847 0.5 0.0 0.4 -0.009
N 0.013 1.123 -0.311 -0.3 0.4 0.5 -0.564
C -0.947 -0.022 -0.475 -0.5 -0.6 0.1 -0.068
C -2.337 0.435 -0.042 0.0 -0.1 -0.2 -0.426
C -3.284 -0.767 -0.095 0.3 -0.2 0.2 -0.425
C -2.705 -1.903 0.745 -0.5 0.1 -0.1 -0.075
O -1.418 -2.262 0.278 0.1 0.0 -0.2 -0.499
C -0.499 -1.221 0.387 0.3 0.1 -0.1 -0.087
N 2.466 1.039 1.340 -0.3 0.1 0.0 0.503
O 3.521 0.982 1.890 0.2 0.0 0.2 -0.241
O 1.384 1.255 1.881 -0.3 0.1 0.8 -0.414
H 1.410 0.758 -1.918 0.0 0.0 0.0 0.261
H 0.161 1.300 0.729 -0.1 0.0 -0.7 0.475
H -0.411 1.958 -0.739 0.2 -0.2 0.1 0.447
H -0.959 -0.325 -1.528 0.1 0.2 0.1 0.227
H -2.705 1.229 -0.696 0.0 0.1 0.0 0.225
H -2.296 0.817 0.983 0.0 0.1 0.0 0.216
H -4.267 -0.487 0.276 -0.1 0.0 0.0 0.240
H -3.389 -1.108 -1.126 -0.1 0.0 0.0 0.219
H -2.650 -1.608 1.803 0.0 0.0 0.0 0.172
H -3.311 -2.804 0.659 0.0 0.1 0.1 0.221
H 0.455 -1.625 0.035 0.0 0.1 0.1 0.210
H -0.398 -0.896 1.437 0.0 0.0 -0.1 0.177
```
Positions in Å, forces in eV/Å.

Lowest unoccupied orbital energy = -0.1866 Ha
Charge = +1
Energy relative to the best compared isomer or geometry (same formula, charge and spin) = 0.0 kJ/mol
HOMO = -13.61 eV
Spin multiplicity = 1
Kohn-Sham gap = 8.528 eV

=====

[2]
Below is a molecular structure, C8H13Cl16INbO at a distorted geometry, with properties calculated with ωB97M-V/def2-TZVPD.

XYZ file:
```
40
Properties=species:S:1:pos:R:3:forces:R:3:nbo_charge:R:1
C 4.641 0.394 0.604 -0.6 -0.9 0.0 -0.609
C 3.141 0.352 0.214 0.4 0.5 0.7 -0.401
C 2.521 1.744 -0.062 0.1 -0.9 -1.0 -0.419
C 1.208 1.585 -0.901 1.3 1.9 -0.5 -0.064
O 0.009 1.813 -0.214 -0.8 -2.8 0.9 -0.791
Nb -1.150 0.239 0.436 1.3 2.6 -2.0 1.502
I -1.106 -1.209 -1.994 -0.1 0.2 0.4 -0.462
H 5.273 0.582 -0.271 -0.1 0.3 0.2 0.193
H 4.851 1.089 1.424 0.0 0.0 -0.2 0.196
H 4.903 -0.624 0.931 0.1 0.3 0.1 0.201
H 2.549 -0.127 1.003 0.2 0.0 -0.1 0.227
H 3.065 -0.311 -0.658 -0.2 0.3 0.0 0.193
H 3.236 2.293 -0.700 -0.2 0.0 0.2 0.178
H 2.392 2.347 0.841 -0.2 -0.2 0.0 0.212
H 1.262 2.375 -1.680 -0.1 -0.3 0.1 0.152
H 1.301 0.638 -1.447 -0.5 -0.1 0.3 0.170
H -2.736 0.993 -0.154 -0.5 -0.2 0.7 -0.406
H -2.047 -1.183 1.153 0.3 0.2 0.1 -0.360
H 0.368 -0.565 1.107 -0.3 -0.3 0.7 -0.432
H -1.502 1.057 2.026 -0.2 -0.4 -0.5 -0.280
C 5.205 3.671 -2.955 -0.1 -0.1 0.1 -0.223
Cl 6.405 4.398 -4.040 -0.1 0.0 0.0 0.040
Cl 5.993 3.175 -1.450 0.0 0.1 -0.1 0.060
Cl 3.940 4.855 -2.594 0.1 -0.1 0.0 0.061
Cl 4.483 2.256 -3.733 0.1 0.1 0.1 0.064
C -2.857 -4.430 -4.704 0.0 0.2 0.2 -0.221
Cl -1.568 -3.314 -5.180 -0.1 -0.2 0.0 0.068
Cl -3.619 -3.857 -3.217 0.1 -0.1 -0.2 0.084
Cl -4.070 -4.516 -5.997 0.0 0.0 0.0 0.032
Cl -2.171 -6.043 -4.435 0.0 0.1 0.0 0.038
C -4.610 1.644 4.174 0.2 -0.2 -0.2 -0.221
Cl -6.219 1.172 4.759 0.0 0.0 0.0 0.026
Cl -3.838 2.701 5.371 -0.1 0.0 0.0 0.032
Cl -3.622 0.202 3.933 -0.2 0.2 0.1 0.092
Cl -4.772 2.509 2.640 0.0 -0.1 0.2 0.069
C -4.170 -3.578 3.153 0.2 0.2 -0.1 -0.222
Cl -4.350 -5.283 2.693 0.0 0.0 0.0 0.032
Cl -2.452 -3.186 3.297 -0.3 -0.1 0.0 0.083
Cl -4.912 -2.555 1.917 0.1 -0.1 0.1 0.076
Cl -4.975 -3.304 4.711 0.0 0.0 0.0 0.033
```
Positions in Å, forces in eV/Å.

Lowest unoccupied orbital energy = 0.0666 Ha
Charge = -1
HOMO = -5.06 eV
Spin multiplicity = 1
Kohn-Sham gap = 6.874 eV

=====

[3]
Below is a molecular structure, C8H13Cl4F3O2 at a distorted geometry, with properties calculated with ωB97M-V/def2-TZVPD.

XYZ file:
```
30
Properties=species:S:1:pos:R:3:forces:R:3:nbo_charge:R:1
C 13.306 16.129 1.107 1.5 -1.1 -0.3 -0.647
C 12.409 15.598 2.205 1.6 -0.2 0.9 -0.078
O 11.393 16.503 2.442 -3.1 2.2 1.6 -0.481
C 10.760 16.520 3.651 1.2 -2.8 1.0 0.694
O 10.837 15.646 4.520 0.0 2.3 -2.3 -0.536
C 9.851 17.760 3.861 1.1 -2.4 1.1 0.905
F 10.267 18.478 4.954 1.3 -1.8 -0.3 -0.312
F 9.896 18.555 2.851 2.8 -4.7 -0.6 -0.277
F 8.611 17.255 4.134 0.9 0.6 -0.5 -0.311
H 13.920 17.020 1.240 -1.1 0.8 0.6 0.231
H 12.960 16.111 0.073 -0.4 -0.1 0.3 0.223
H 14.175 15.473 1.161 -0.1 -0.8 -0.5 0.223
H 12.956 15.568 3.147 0.5 -0.2 0.0 0.191
H 12.027 14.583 2.095 -0.1 0.1 -0.6 0.200
Cl 8.754 20.231 2.784 -3.7 6.1 -1.1 -0.045
C 8.141 19.839 4.388 0.4 0.9 0.5 -0.435
C 7.818 21.127 5.150 -0.5 -1.1 -0.5 -0.375
Cl 6.297 21.783 4.495 -0.2 0.4 0.1 -0.063
H 8.962 19.336 4.897 -1.5 1.2 0.1 0.235
H 7.337 19.123 4.215 -0.3 0.6 0.5 0.237
H 8.568 21.916 5.083 0.1 -0.3 -0.4 0.228
H 7.685 20.919 6.212 -0.3 -0.6 -0.7 0.201
Cl 5.085 23.152 9.281 0.6 -0.4 -1.1 -0.085
C 5.989 22.306 7.901 -1.4 0.5 0.4 -0.378
C 7.442 22.471 7.993 2.6 -0.1 0.4 -0.388
Cl 8.174 21.976 9.582 -0.3 0.0 -0.5 -0.078
H 5.687 22.701 6.931 -0.3 0.3 0.3 0.246
H 5.629 21.278 7.929 0.4 0.0 0.2 0.226
H 7.919 23.419 7.743 -1.0 0.7 0.6 0.231
H 7.975 21.895 7.238 -0.5 -0.2 0.8 0.218
```
Positions in Å, forces in eV/Å.

Lowest unoccupied orbital energy = 0.0157 Ha
Energy relative to the best compared isomer or geometry (same formula, charge and spin) = 382.1 kJ/mol
HOMO = -9.71 eV
Spin multiplicity = 1
Kohn-Sham gap = 10.141 eV

=====

[4]
Below is C8H13ClINSi in the gas phase at a distorted geometry, with properties calculated with ωB97M-V/def2-TZVPD.

XYZ file:
```
25
Properties=species:S:1:pos:R:3:forces:R:3:nbo_charge:R:1
C 2.222 -0.279 1.634 -0.1 0.0 0.1 -1.139
Si 1.491 -0.119 -0.062 1.1 -0.3 -0.4 1.774
C 2.369 1.239 -0.998 -0.8 -0.1 0.4 -1.129
C 1.691 -1.717 -1.012 -0.4 0.3 0.2 -1.128
N -0.297 0.283 -0.031 -0.2 0.2 0.1 -0.606
C -0.744 1.512 -0.352 0.0 0.3 -0.1 0.041
C -2.084 1.803 -0.357 -0.5 -0.1 0.1 -0.224
C -3.007 0.823 -0.017 0.2 -0.2 0.0 -0.128
C -2.561 -0.456 0.313 0.2 -0.6 -0.2 -0.249
I -4.012 -1.959 0.808 -0.3 1.1 0.2 0.319
C -1.198 -0.671 0.297 0.0 -0.1 0.0 0.041
H 2.053 -1.263 2.071 -0.2 0.0 0.1 0.257
H 3.303 -0.193 1.500 0.0 0.0 -0.1 0.256
H 1.930 0.498 2.338 -0.1 0.0 0.0 0.257
H 2.458 2.128 -0.374 0.2 0.1 -0.1 0.245
H 1.793 1.486 -1.889 0.2 0.1 -0.2 0.245
H 3.354 0.867 -1.268 0.1 0.1 -0.1 0.261
H 1.951 -1.491 -2.045 0.0 -0.1 -0.1 0.253
H 2.486 -2.310 -0.563 0.0 -0.1 0.0 0.256
H 0.768 -2.294 -1.006 0.1 -0.2 -0.1 0.251
H -0.035 2.279 -0.621 0.3 -0.2 0.0 0.224
H -2.424 2.788 -0.640 0.1 0.1 0.0 0.240
H -4.071 1.024 -0.006 0.0 0.1 0.0 0.252
H -0.811 -1.653 0.531 0.2 0.0 0.0 0.223
Cl -6.623 -2.324 1.749 -0.1 -0.5 0.0 -0.791
```
Positions in Å, forces in eV/Å.

Lowest unoccupied orbital energy = -0.0473 Ha
Energy relative to the best compared isomer or geometry (same formula, charge and spin) = 0.0 kJ/mol
HOMO = -6.79 eV
Spin multiplicity = 1
Kohn-Sham gap = 5.507 eV

=====

[5]
Below is 2 unconnected molecules or ions with the total composition C8H13ClN2O4 at a distorted geometry, with properties calculated with ωB97M-V/def2-TZVPD.

XYZ file:
```
28
Properties=species:S:1:pos:R:3:forces:R:3:nbo_charge:R:1
C -1.025 -2.320 1.748 -1.8 0.5 0.7 -0.667
C -0.936 -1.525 0.508 0.0 0.6 -1.4 0.483
Cl -2.230 -2.072 -0.665 -1.1 -0.5 -0.3 -0.132
N 0.235 -1.651 -0.220 1.6 -2.2 1.6 -0.668
C 0.659 -0.705 -1.185 -1.7 2.9 -1.3 -0.241
C 2.025 0.030 -0.952 0.2 0.5 0.6 -0.422
C 2.172 1.521 -0.332 -1.9 0.5 -3.3 -0.381
C 0.908 2.470 -0.247 1.2 -0.2 -0.7 -0.441
C -0.217 1.892 0.550 -0.4 0.5 -1.1 -0.066
N -0.091 0.692 0.970 -1.2 -1.8 0.7 0.375
O 0.812 0.056 1.451 1.3 0.7 1.1 -0.435
O -1.308 -0.142 0.738 0.2 0.3 0.5 -0.464
H -0.244 -1.994 2.319 2.2 1.3 1.8 0.236
H -0.784 -3.340 1.642 -0.5 -1.4 -0.6 0.227
H -1.931 -2.087 2.374 0.6 -0.6 -1.1 0.247
H 0.845 -2.468 0.057 -1.0 1.8 -0.6 0.400
H -0.200 0.125 -1.261 1.7 -1.9 0.1 0.215
H 0.566 -1.146 -2.179 0.6 0.0 -0.1 0.209
H 2.599 0.140 -1.874 -0.4 -0.6 -0.2 0.209
H 2.606 -0.642 -0.299 0.0 0.3 -0.2 0.217
H 2.647 1.465 0.568 1.5 0.0 2.3 0.211
H 2.754 2.080 -1.108 0.1 -0.5 1.0 0.202
H 1.223 3.557 0.085 -0.7 -2.1 -1.2 0.239
H 0.520 2.307 -1.339 0.3 1.4 1.7 0.230
H -1.220 2.131 0.251 -0.2 0.1 0.0 0.219
O -2.907 1.120 -1.366 0.3 0.5 -0.1 -0.544
C -3.448 0.556 -0.511 -0.3 -0.4 -0.4 1.047
O -4.032 -0.049 0.275 -0.6 0.4 0.6 -0.506
```
Positions in Å, forces in eV/Å.

Lowest unoccupied orbital energy = 0.0190 Ha
Energy relative to the best compared isomer or geometry (same formula, charge and spin) = 167.0 kJ/mol
HOMO = -8.40 eV
Spin multiplicity = 1
Kohn-Sham gap = 8.917 eV

=====

[6]
Below is a molecular structure, C8H13F6NO7S3Tc at a distorted geometry, with properties calculated with ωB97M-V/def2-TZVPD.

XYZ file:
```
39
Properties=species:S:1:pos:R:3:forces:R:3:mulliken_spin:R:1
Tc -0.414 0.416 0.768 -0.6 -2.3 -1.2 1.077
F 4.319 1.858 -0.485 -0.5 0.1 0.4 0.000
C 3.302 2.603 -0.861 0.3 0.0 -0.8 0.000
F 3.645 3.862 -0.933 -0.3 -0.1 0.3 0.000
F 2.855 2.177 -2.032 -0.1 0.1 0.1 0.000
S 1.866 2.376 0.353 0.4 0.9 -0.1 0.000
O 1.309 1.044 -0.077 -0.1 -1.6 -0.1 0.035
O 2.271 2.396 1.700 0.6 0.1 0.5 0.004
N 0.790 3.461 -0.070 -0.4 0.5 0.1 0.010
S -0.654 3.025 0.340 1.4 1.9 -1.6 -0.009
O -0.563 2.256 1.604 -1.0 -0.8 2.3 -0.002
O -1.293 2.175 -0.630 -0.8 -0.6 -0.5 0.018
C -1.738 4.554 0.644 -0.7 1.0 0.4 -0.001
F -1.876 4.681 1.949 0.3 -0.2 -0.1 0.000
F -2.916 4.324 0.100 0.5 -0.3 -0.1 0.000
F -1.181 5.615 0.124 0.2 -0.4 0.0 0.000
C 1.332 -1.759 -3.582 0.1 0.1 -0.2 0.001
C 1.161 -2.044 -2.104 -0.3 0.1 -0.2 0.000
S -0.633 -1.984 -1.675 0.4 -1.4 -0.9 -0.008
O -0.653 -1.162 -0.376 0.0 1.8 2.6 -0.030
C -0.954 -3.658 -0.961 0.0 0.3 0.0 -0.001
C -0.034 -3.983 0.194 0.1 0.0 0.1 -0.001
H 2.384 -1.857 -3.846 0.0 0.0 0.0 0.000
H 1.022 -0.750 -3.838 -0.1 0.1 0.0 0.000
H 0.774 -2.462 -4.195 0.0 -0.1 -0.1 0.000
H 1.622 -1.277 -1.480 -0.1 -0.1 0.1 -0.002
H 1.556 -3.024 -1.845 -0.1 0.0 0.2 -0.001
H -0.872 -4.376 -1.777 0.0 0.1 -0.2 0.000
H -1.995 -3.628 -0.637 0.0 0.2 -0.2 0.000
H 0.927 -4.365 -0.136 0.1 0.0 0.0 0.000
H -0.500 -4.764 0.791 0.0 -0.1 0.0 0.000
H 0.118 -3.122 0.846 0.0 -0.1 0.0 0.004
C -2.884 -0.104 3.316 -0.9 0.2 1.0 -0.007
O -1.923 -0.355 2.248 -0.4 0.0 -1.2 0.002
C -0.702 -0.721 2.506 1.6 1.0 0.1 -0.057
O -0.133 -1.272 3.362 -0.1 -0.3 -0.1 -0.033
H -3.868 -0.354 2.918 0.3 0.0 0.0 0.000
H -2.842 0.946 3.615 0.1 -0.1 -0.2 0.001
H -2.625 -0.748 4.162 0.0 0.1 -0.3 -0.001
```
Positions in Å, forces in eV/Å.

Lowest unoccupied orbital energy (spin up / spin down) = -0.3855 / -0.3637 Ha
Charge = +2
HOMO (spin up / spin down) = -17.36 / -17.09 eV
Spin multiplicity = 2
Kohn-Sham gap (spin up / spin down) = 6.867 / 7.195 eV
⟨S²⟩ = 0.774

=====

[7]
Below is C8H13FO4 in the gas phase, with properties calculated with ωB97M-V/def2-TZVPD.

XYZ file:
```
26
Properties=species:S:1:pos:R:3:forces:R:3:nbo_charge:R:1
C -0.969 -1.935 0.932 0.1 -0.1 0.2 -0.648
C -0.508 -0.925 1.966 -0.2 -0.1 0.2 0.205
F -1.372 -1.061 3.085 0.2 0.0 -0.3 -0.383
C -0.558 0.559 1.578 -0.1 -0.1 0.0 -0.433
C 0.738 1.211 1.020 -0.3 0.5 -0.1 -0.339
C 0.721 1.677 -0.447 0.3 -0.2 0.2 -0.421
C 1.098 0.405 -1.222 -0.1 -0.1 -0.2 0.069
C -0.076 -0.313 -1.872 -0.2 0.2 0.0 -0.096
O -0.301 0.442 -3.059 -0.2 0.0 0.0 -0.288
O -1.479 -0.063 -3.695 0.1 -0.1 0.2 -0.436
O 1.772 -0.432 -0.265 0.2 0.2 0.0 -0.512
C 1.903 0.253 0.922 0.5 -0.2 0.2 0.801
O 2.835 0.078 1.652 -0.7 -0.1 -0.2 -0.533
H -1.895 -1.616 0.448 0.1 0.0 0.0 0.206
H -1.153 -2.886 1.443 0.0 0.1 -0.1 0.234
H -0.193 -2.118 0.185 -0.1 0.1 0.0 0.225
H 0.488 -1.200 2.332 -0.1 0.1 0.0 0.177
H -0.800 1.080 2.508 0.0 -0.1 -0.1 0.245
H -1.402 0.734 0.899 0.1 0.0 0.0 0.206
H 0.962 2.065 1.662 0.3 -0.3 0.0 0.241
H -0.203 2.147 -0.783 0.1 -0.1 0.0 0.228
H 1.563 2.371 -0.553 -0.3 0.2 -0.1 0.224
H 1.815 0.623 -2.019 0.0 0.0 0.1 0.204
H -0.970 -0.267 -1.239 0.1 -0.1 -0.1 0.170
H 0.155 -1.352 -2.125 0.0 0.1 0.1 0.197
H -2.172 0.522 -3.352 0.1 0.0 0.0 0.455
```
Positions in Å, forces in eV/Å.

Lowest unoccupied orbital energy = 0.0174 Ha
HOMO = -10.64 eV
Spin multiplicity = 1
Kohn-Sham gap = 11.114 eV

=====

[8]
Below is 2 unconnected molecules or ions with the total composition C8H13FOSi2 at a distorted geometry, with properties calculated with ωB97M-V/def2-TZVPD.

XYZ file:
```
25
Properties=species:S:1:pos:R:3:forces:R:3:nbo_charge:R:1
C -4.109 0.562 0.255 0.6 -2.5 1.4 -0.188
C -3.561 -0.600 0.708 -2.4 0.3 1.4 -0.231
C -3.478 1.516 -0.563 -0.9 0.4 -0.1 -0.138
C -2.305 1.334 -1.165 1.4 0.7 -0.1 -0.680
C -2.188 -1.133 0.630 -0.8 0.8 -0.9 0.177
C 1.294 -1.213 1.869 0.9 1.2 1.0 -1.064
C 2.075 -1.110 -1.346 1.9 1.9 0.9 -1.114
C 1.896 1.549 -0.080 0.8 0.8 0.5 -1.133
O -1.772 -2.053 1.280 0.0 -0.7 0.1 -0.509
F -1.278 0.767 1.849 0.4 -0.6 -2.5 -0.727
Si -1.139 -0.025 -0.498 0.0 1.9 2.7 1.165
Si 1.218 -0.245 0.115 0.3 0.3 -0.1 1.305
H -5.099 0.812 0.611 -0.1 -0.2 -0.1 0.216
H -4.278 -1.156 1.343 0.7 -0.1 -0.3 0.220
H -4.173 2.363 -0.622 1.0 0.4 -0.8 0.217
H -1.996 2.223 -1.720 0.5 -0.5 -0.2 0.238
H 0.475 -1.950 1.836 0.2 0.5 0.3 0.270
H 2.256 -1.812 1.928 -0.9 0.8 -0.3 0.231
H 1.267 -0.551 2.916 -0.3 -1.6 -3.2 0.279
H 3.172 -0.764 -1.257 -1.4 -0.8 0.1 0.237
H 2.029 -2.153 -1.355 0.0 -1.7 0.0 0.234
H 1.815 -0.739 -2.326 -0.5 0.3 -0.2 0.241
H 2.660 1.692 0.786 -1.4 0.1 -1.3 0.250
H 2.521 1.789 -1.054 -1.6 -0.7 1.8 0.248
H 1.006 2.265 0.032 1.6 -0.7 0.0 0.257
```
Positions in Å, forces in eV/Å.

Lowest unoccupied orbital energy = -0.0618 Ha
Energy relative to the best compared isomer or geometry (same formula, charge and spin) = 467.5 kJ/mol
HOMO = -8.98 eV
Spin multiplicity = 1
Kohn-Sham gap = 7.303 eV

=====

Number 1: E_tot -89150.51929 eV. Number 2: E_tot -220561.14698 eV. Number 3: E_tot -70840.46633 eV. Number 4: E_tot -38497.75236 eV. Number 5: E_tot -32194.33006 eV. Number 6: E_tot -75316.03987 eV. Number 7: E_tot -19411.52547 eV. Number 8: E_tot -29023.40480 eV.